(1)
{"formula": "C4H12N2O", "method": "the ωB97M-V functional and the def2-TZVPD basis", "e_lumo_ev": [0.458, 0.459], "homo_lumo_gap_ha": [0.272, 0.272], "multiplicity": 1, "species": ["C", "C", "C", "C", "N", "N", "O", "H", "H", "H", "H", "H", "H", "H", "H", "H", "H", "H", "H"], "xyz": [[0.5785, 0.7373, -0.0305], [-2.6029, 0.6341, 0.3306], [1.9033, -0.3623, 1.2298], [0.1681, -1.5525, -0.6323], [0.0373, -0.4283, 0.3094], [1.0453, 1.0878, -1.2501], [-1.6741, 0.3756, -0.6553], [0.4863, 1.5380, 0.6925], [1.0914, 2.0753, -1.4437], [0.7243, 0.5347, -2.0305], [-3.1704, -0.2598, 0.6515], [-2.1523, 1.0602, 1.2523], [-3.3484, 1.3768, -0.0087], [-0.5864, -1.4378, -1.4070], [2.7578, -0.0706, 0.6255], [1.7694, 0.2090, 2.1404], [1.8358, -1.4310, 1.3883], [1.1654, -1.6153, -1.0795], [-0.0284, -2.4713, -0.0827]], "forces_ev_per_angstrom": [[0.238, 0.009, -0.019], [0.026, 0.063, -0.121], [-0.839, 0.091, -0.529], [0.045, 0.096, 0.020], [0.511, -0.055, 0.273], [-0.051, -0.118, 0.097], [0.122, -0.104, 0.095], [-0.010, -0.022, 0.023], [-0.026, -0.070, 0.057], [-0.020, -0.021, 0.060], [0.048, 0.044, -0.028], [0.007, -0.026, -0.003], [0.040, -0.063, 0.063], [-0.002, 0.051, 0.040], [-0.053, 0.011, -0.013], [-0.013, 0.000, -0.037], [0.001, 0.014, -0.003], [-0.026, 0.062, 0.037], [0.005, 0.037, -0.012]], "nbo_charge": [0.370, -0.228, -0.518, -0.474, -0.236, -0.802, -0.813, 0.211, 0.403, 0.409, 0.130, 0.114, 0.148, 0.265, 0.204, 0.208, 0.213, 0.184, 0.214]}

(2)
{"formula": "F6PRb", "method": "the ωB97M-V functional and the def2-TZVPD basis", "e_lumo_ev": [-3.898, -12.091], "homo_lumo_gap_ha": [0.538, 0.236], "multiplicity": 2, "total_charge": 1, "s2": 0.76, "species": ["Rb", "P", "F", "F", "F", "F", "F", "F"], "xyz": [[-2.4340, -0.7748, 1.7177], [0.2914, 0.1415, -0.2745], [-0.8234, 1.1297, 0.4763], [0.0088, 0.7854, -1.7534], [1.5375, 1.1803, -0.0384], [1.5420, -0.8750, -0.7591], [0.5747, -0.4616, 1.2471], [-0.6969, -1.1256, -0.6157]], "forces_ev_per_angstrom": [[-0.199, -0.122, 0.234], [-3.377, 0.927, 1.076], [1.299, -1.149, -1.703], [0.816, -1.277, 2.577], [0.249, -0.969, -0.567], [0.776, 0.942, -0.551], [-0.396, 0.261, -1.590], [0.831, 1.387, 0.524]], "nbo_charge": [0.997, 2.517, -0.558, -0.511, -0.254, -0.091, -0.571, -0.529]}

(3)
{"formula": "CH3ClN2", "method": "the ωB97M-V functional and the def2-TZVPD basis", "e_lumo_ev": [-0.652, -0.646], "homo_lumo_gap_ha": [0.349, 0.348], "multiplicity": 1, "species": ["C", "N", "N", "Cl", "H", "H", "H"], "xyz": [[1.0837, -0.3058, 0.3165], [0.1021, 0.4024, 0.2184], [-2.5344, 0.0554, -0.0214], [2.7593, 0.2241, 0.1383], [0.8405, -1.4414, 0.4240], [0.1425, 1.3939, -0.1856], [-2.3937, -0.3285, -0.8903]], "forces_ev_per_angstrom": [[0.724, -2.884, -0.062], [-2.307, 3.032, -1.657], [-0.763, 1.491, 3.355], [-0.184, -0.383, 0.003], [1.361, 1.918, 0.291], [0.488, -1.697, 1.368], [0.681, -1.479, -3.297]], "nbo_charge": [0.112, -0.610, -0.235, -0.058, 0.205, 0.380, 0.206]}